No. 1
{"formula": "C9H14O", "method": "ωB97M-V with the def2-TZVPD basis set", "symbols": ["C", "C", "C", "C", "C", "O", "C", "C", "H", "H", "H", "H", "H", "H", "H", "H", "C", "C", "H", "H", "H", "H", "H", "H"], "coordinates": [[1.1310, 1.9430, -1.3994], [0.0078, 0.9881, -1.0628], [-0.9508, 1.3909, -0.1338], [-1.9442, 0.5106, 0.2875], [-1.9953, -0.7674, -0.2249], [-2.9508, -1.6720, 0.1481], [-1.0748, -1.1951, -1.1887], [-0.1296, -0.2781, -1.6066], [0.8108, 2.9179, -1.7481], [1.7532, 1.5277, -2.1943], [1.7623, 1.9144, -0.5096], [-1.0477, 2.4348, 0.1156], [-2.6344, 0.8276, 1.0658], [-3.5296, -1.3065, 0.8329], [-1.2619, -2.1827, -1.5890], [0.4792, -0.5498, -2.4679], [2.7060, -0.5143, 1.4439], [3.6114, -0.3226, 2.6675], [1.6646, -0.3862, 1.7157], [2.9512, 0.2000, 0.6622], [2.8110, -1.5007, 0.9924], [3.8462, 0.7349, 2.8044], [3.1041, -0.6458, 3.5717], [4.5344, -0.8769, 2.5629]], "forces_ev_per_angstrom": [[0.22, -1.39, -0.34], [-0.65, 0.74, 0.17], [-0.42, -0.48, -0.57], [0.26, 0.50, 0.37], [0.18, -0.60, -0.06], [-0.23, -0.07, 0.25], [-1.12, 0.72, 0.69], [0.58, -0.64, -0.87], [-0.06, 0.27, 0.47], [-0.04, -0.05, -0.09], [0.11, 0.84, -0.09], [0.36, 0.15, 0.51], [-0.15, -0.03, -0.24], [0.27, 0.01, -0.25], [0.45, 0.06, -0.26], [0.26, -0.01, 0.32], [0.25, -0.05, 0.06], [-0.40, 0.23, -0.25], [-0.23, 0.10, -0.09], [-0.02, 0.11, -0.09], [-0.03, -0.09, 0.14], [0.08, -0.07, 0.01], [0.06, -0.18, 0.13], [0.27, -0.04, 0.06]], "lowdin_charge": [-0.051, -0.296, -0.049, -0.033, -0.334, 0.038, -0.008, -0.055, 0.077, 0.073, 0.067, 0.111, 0.112, 0.106, 0.118, 0.113, -0.167, -0.164, 0.057, 0.046, 0.063, 0.061, 0.057, 0.056], "e_homo_ev": -8.361, "smiles": "Cc1ccc(O)cc1.CC", "gap_ev": 9.230, "largest_force_ev_per_a": 1.50, "total_energy_ev": -11607.266, "lumo_energy_ha": 0.032}

---

No. 2
{"formula": "C6H4N2O3Pb", "method": "ωB97M-V with the def2-TZVPD basis set", "symbols": ["O", "C", "Pb", "C", "C", "O", "O", "N", "C", "C", "N", "C", "H", "H", "H", "H"], "coordinates": [[0.0012, 5.0826, -3.3929], [0.0002, 4.0180, -3.0333], [-0.0044, -0.7254, -1.4521], [2.0802, -1.7349, -2.2463], [-2.0892, -1.7405, -2.2485], [3.1222, -1.8214, -2.7578], [-3.1204, -1.8143, -2.7572], [-0.0053, 0.6897, 2.5621], [0.0075, -0.7491, 2.8581], [0.0180, -1.3745, 1.6163], [-0.0011, -0.3539, 0.7119], [-0.0141, 0.8877, 1.2366], [-0.0142, 1.3828, 3.3091], [0.0192, -1.3584, 3.7277], [0.0241, -2.3054, 1.1027], [-0.0238, 1.9170, 0.7637]], "forces_ev_per_angstrom": [[0.00, -0.46, 0.13], [0.00, 0.40, -0.10], [-0.03, 2.65, -0.94], [6.91, -1.57, -2.76], [-5.83, -1.41, -2.25], [-5.32, 0.50, 2.49], [4.27, 0.36, 1.99], [-0.01, -2.83, 1.37], [0.06, 0.50, -3.10], [-0.11, 3.19, 1.26], [0.00, 1.41, -1.99], [0.04, -0.68, 1.28], [0.00, -0.01, -0.36], [-0.01, 0.82, 1.37], [0.02, -1.20, 1.15], [0.01, -1.67, 0.44]], "lowdin_charge": [0.051, -0.035, 1.470, -0.071, -0.081, 0.178, 0.186, 0.128, 0.058, -0.097, -0.267, -0.123, 0.186, 0.128, 0.107, 0.182], "total_charge": 2, "e_homo_ev": -17.517, "gap_ev": 7.845, "largest_force_ev_per_a": 7.60, "total_energy_ev": -20637.173, "lumo_energy_ha": -0.355}

---

No. 3
{"formula": "C5H8S", "method": "ωB97M-V with the def2-TZVPD basis set", "symbols": ["C", "C", "C", "C", "C", "S", "H", "H", "H", "H", "H", "H", "H", "H"], "coordinates": [[-1.4461, -0.8204, 2.1136], [-0.0412, 0.0261, 0.0666], [0.8957, 0.0943, -0.7739], [-1.1117, 0.0980, 0.9891], [0.9908, 0.2895, -2.2242], [2.7426, 0.1150, -0.0099], [-2.1543, -0.3587, 2.8948], [-1.9508, -0.2845, 0.3680], [-1.3523, 1.2524, 1.2388], [-1.9281, -1.7620, 1.7934], [1.9576, 0.5951, -2.5232], [0.1187, 1.0685, -2.5372], [0.6506, -0.7099, -2.6789], [2.6286, 0.3965, 1.2829]], "forces_ev_per_angstrom": [[-2.11, 0.03, 1.38], [0.24, -0.16, 0.14], [1.41, 0.55, 1.87], [-1.51, 2.41, 0.18], [-4.02, -0.43, -1.37], [-0.07, -0.22, -1.15], [1.44, -0.51, -1.06], [-0.34, 0.70, -0.21], [0.65, -2.60, -0.44], [0.96, 0.06, 0.28], [0.79, 0.29, -0.59], [2.32, -1.64, 0.54], [0.87, 1.49, 0.17], [-0.63, 0.04, 0.26]], "lowdin_charge": [0.000, -0.069, -0.580, -0.318, -0.147, 0.638, 0.069, 0.124, 0.167, 0.046, 0.027, 0.137, 0.106, -0.198], "e_homo_ev": [-8.471, -7.345], "gap_ev": [8.289, 7.203], "largest_force_ev_per_a": 4.26, "total_energy_ev": -16143.645, "lumo_energy_ha": [-0.007, -0.005]}

---

No. 4
{"formula": "C21H26Br51N2O4P", "method": "ωB97M-V with the def2-TZVPD basis set", "symbols": ["C", "C", "O", "N", "C", "O", "C", "O", "O", "P", "N", "H", "H", "H", "H", "H", "H", "H", "H", "H", "C", "Br", "Br", "Br", "H", "C", "Br", "Br", "Br", "H", "C", "Br", "Br", "Br", "H", "C", "Br", "Br", "Br", "H", "C", "Br", "Br", "Br", "H", "C", "Br", "Br", "Br", "H", "C", "Br", "Br", "Br", "H", "C", "Br", "Br", "Br", "H", "C", "Br", "Br", "Br", "H", "C", "Br", "Br", "Br", "H", "C", "Br", "Br", "Br", "H", "C", "Br", "Br", "Br", "H", "C", "Br", "Br", "Br", "H", "C", "Br", "Br", "Br", "H", "C", "Br", "Br", "Br", "H", "C", "Br", "Br", "Br", "H", "C", "Br", "Br", "Br", "H"], "coordinates": [[1.8225, -4.5386, -2.0047], [1.6923, -3.4121, -2.9681], [0.6113, -2.9839, -3.2553], [2.8590, -2.7718, -3.5253], [2.9831, -3.0317, -4.9815], [3.9947, -3.4618, -2.9735], [4.7430, -2.7650, -2.1262], [5.6411, -3.3201, -1.5986], [4.5658, -1.4391, -1.9053], [3.2525, -1.0355, -0.9782], [3.0944, -1.8321, 0.3506], [2.6607, -5.1977, -2.2036], [0.9307, -5.1456, -2.0163], [1.9498, -4.1683, -0.9869], [2.0299, -3.0472, -5.4660], [3.5262, -3.9678, -5.0865], [3.6259, -2.2602, -5.3928], [3.4277, 0.3310, -0.6900], [2.1151, -1.1344, -1.7960], [3.8305, -2.5325, 0.4304], [2.9944, -8.4891, -4.8050], [4.4026, -7.5258, -3.9053], [1.3551, -8.5045, -3.7927], [2.7153, -7.8349, -6.5971], [3.3189, -9.5158, -4.8892], [-1.0293, -1.2981, 1.0287], [-0.4346, -1.8688, -0.7144], [0.3732, -0.4570, 2.0454], [-2.5791, -0.1669, 0.9006], [-1.3258, -2.1847, 1.5691], [-0.6491, 1.3809, -2.0992], [-0.0882, 0.7623, -3.8401], [0.7908, 2.1828, -1.1023], [-2.1570, 2.5739, -2.2319], [-0.9740, 0.5149, -1.5406], [3.3300, 3.1644, -4.3482], [3.8524, 1.6282, -3.3110], [4.8691, 4.1107, -5.0217], [2.1135, 2.6771, -5.7544], [2.8021, 3.8419, -3.6920], [-3.8993, 4.0199, 1.1343], [-5.1326, 2.5581, 0.8955], [-4.7082, 5.5004, 2.0618], [-2.2710, 3.4490, 1.9870], [-3.6330, 4.3710, 0.1468], [-4.7001, 6.7559, -2.4208], [-3.8831, 7.5332, -0.8583], [-4.5617, 4.8319, -2.4193], [-6.5210, 7.3358, -2.6058], [-4.1565, 7.1170, -3.2813], [-3.3714, -4.8979, -0.6984], [-2.3950, -4.6990, 0.9535], [-4.7526, -3.5686, -0.8645], [-2.1969, -4.9012, -2.2261], [-3.8558, -5.8623, -0.6651], [-0.9727, -2.1228, -7.7409], [-0.4191, -2.2705, -5.9028], [-2.2320, -0.6866, -7.9915], [0.5418, -1.9595, -8.9237], [-1.4803, -3.0406, -7.9988], [3.7776, 5.2532, -8.8838], [2.3749, 4.0052, -9.3061], [5.4215, 4.8082, -9.7824], [3.2426, 7.0708, -9.2304], [3.9637, 5.1723, -7.8216], [7.6346, -7.8098, -1.0227], [6.3616, -9.1130, -1.6647], [9.3470, -8.0408, -1.8777], [7.0049, -5.9917, -1.1809], [7.7791, -7.9970, 0.0310], [-4.4023, 0.3642, 5.1023], [-5.7161, -0.9740, 4.6536], [-2.7196, 0.0263, 4.2190], [-5.0579, 2.1447, 4.7607], [-4.2243, 0.2914, 6.1663], [-2.9336, 11.4369, -0.3888], [-1.5538, 12.7013, -0.8406], [-2.4243, 10.3258, 1.0978], [-4.6257, 12.3042, -0.0773], [-3.0624, 10.7855, -1.2415], [-7.9667, 8.3118, 2.0710], [-7.4763, 7.4958, 3.7464], [-6.6575, 9.6065, 1.4977], [-8.2910, 6.9928, 0.7078], [-8.8936, 8.8420, 2.2326], [-1.6220, 2.8131, 7.3230], [-1.8341, 3.3393, 5.4835], [-3.3100, 2.3803, 8.1461], [-0.3536, 1.3753, 7.5133], [-1.2206, 3.6631, 7.8546], [7.6299, -2.5152, 1.7367], [7.9070, -3.8290, 3.1275], [8.9550, -1.1111, 1.8130], [7.5248, -3.3253, -0.0085], [6.6723, -2.0529, 1.9288], [-3.4110, 0.1097, 11.7014], [-3.0851, -1.0524, 13.2023], [-2.1150, 1.5350, 11.6130], [-3.5160, -0.8756, 10.0472], [-4.3761, 0.5682, 11.8583], [-2.6066, -5.2756, 12.4793], [-1.0960, -4.2971, 13.1644], [-4.1620, -5.0539, 13.5946], [-2.9748, -4.8260, 10.6439], [-2.3446, -6.3227, 12.5034]], "forces_ev_per_angstrom": [[0.68, -0.60, 0.39], [0.06, -0.19, 0.31], [-0.48, 0.55, -0.73], [-0.35, -1.21, -0.02], [1.10, 0.42, 0.41], [-0.58, 0.77, -0.28], [0.88, 0.08, 0.15], [-0.23, -0.81, -0.69], [-1.50, 0.49, -0.53], [-0.50, -0.01, 1.55], [0.60, -0.50, -0.90], [0.20, 0.04, -0.11], [-0.45, 0.14, -0.11], [0.04, 0.25, 0.07], [-0.43, 0.04, -0.09], [-0.27, -0.29, -0.19], [-0.13, 0.20, -0.19], [0.24, -0.03, -0.74], [0.32, 0.47, -0.22], [-0.19, -0.05, 0.53], [0.06, 0.09, -0.05], [-0.42, 0.12, -0.26], [0.07, 0.08, 0.00], [-0.01, 0.00, 0.08], [0.01, -0.01, -0.02], [0.02, 0.09, 0.08], [-0.12, -0.08, 0.17], [-0.11, 0.01, -0.01], [0.05, -0.04, -0.64], [0.00, -0.04, -0.02], [-0.15, 0.00, -0.15], [-0.16, -0.07, 0.46], [-0.05, -0.02, -0.04], [0.25, -0.05, 0.03], [-0.01, 0.03, -0.01], [-0.13, -0.05, -0.03], [0.15, 0.06, -0.15], [-0.04, -0.04, -0.01], [0.28, 0.20, -0.14], [0.01, -0.04, 0.06], [0.07, 0.06, 0.03], [0.05, 0.05, -0.03], [-0.07, -0.21, 0.14], [-0.01, 0.03, -0.06], [0.02, 0.00, 0.00], [0.01, 0.09, 0.05], [0.04, 0.02, -0.16], [-0.24, 0.18, -0.04], [0.03, -0.02, -0.08], [0.02, -0.04, -0.02], [0.00, 0.06, -0.09], [-0.05, -0.11, -0.02], [0.10, -0.02, 0.01], [-0.06, 0.02, 0.06], [0.00, -0.01, 0.04], [-0.01, 0.02, 0.05], [-0.24, 0.04, -0.17], [0.08, -0.04, 0.01], [-0.04, 0.02, 0.05], [0.00, 0.00, -0.03], [-0.01, -0.02, 0.06], [0.04, 0.06, -0.11], [-0.07, 0.02, 0.03], [0.02, -0.08, 0.00], [-0.01, -0.02, 0.01], [0.07, 0.01, -0.10], [0.29, -0.01, 0.33], [-0.06, 0.02, 0.02], [-0.27, -1.30, -0.45], [-0.01, -0.03, 0.01], [0.07, 0.04, 0.04], [0.05, 0.05, -0.02], [-0.19, -0.01, 0.48], [-0.19, -0.23, -0.10], [-0.01, 0.02, 0.01], [0.00, -0.02, -0.02], [-0.07, -0.04, 0.04], [-0.02, 0.04, 0.01], [0.07, -0.03, 0.00], [-0.02, -0.02, 0.00], [0.06, 0.00, -0.04], [0.01, 0.03, -0.06], [-0.03, -0.08, 0.02], [-0.01, 0.01, 0.11], [0.00, 0.01, 0.01], [0.09, 0.05, -0.08], [0.22, 0.15, 0.23], [0.01, 0.07, -0.15], [-0.09, 0.02, 0.00], [-0.01, -0.01, 0.03], [0.26, -0.06, -0.14], [0.00, 0.07, -0.06], [-0.06, -0.08, 0.02], [1.40, 1.27, 2.07], [0.00, 0.00, 0.03], [0.02, 0.02, 0.01], [-0.02, 0.06, -0.12], [-0.02, -0.14, 0.08], [0.04, 0.02, 0.13], [-0.01, 0.01, -0.01], [0.00, 0.03, 0.00], [-0.03, -0.07, -0.03], [0.06, 0.02, -0.05], [0.01, -0.01, 0.09], [0.00, -0.01, 0.01]], "lowdin_charge": [0.020, -0.500, -0.087, -0.037, 0.009, 0.025, -0.634, -0.109, -0.154, 0.667, -0.240, 0.070, 0.062, 0.087, 0.005, 0.097, 0.099, -0.015, -0.024, -0.016, -1.628, 0.542, 0.571, 0.566, -0.031, -1.564, 0.683, 0.586, 0.525, -0.088, -1.606, 0.545, 0.568, 0.555, -0.142, -1.605, 0.580, 0.602, 0.548, -0.028, -1.614, 0.552, 0.540, 0.537, -0.119, -1.584, 0.560, 0.585, 0.578, -0.026, -1.611, 0.610, 0.586, 0.590, -0.032, -1.618, 0.655, 0.578, 0.570, -0.031, -1.650, 0.545, 0.568, 0.570, -0.081, -1.594, 0.532, 0.576, 0.581, -0.028, -1.597, 0.581, 0.514, 0.529, -0.068, -1.643, 0.581, 0.551, 0.557, -0.047, -1.621, 0.563, 0.538, 0.551, -0.031, -1.587, 0.524, 0.553, 0.574, -0.028, -1.592, 0.562, 0.562, 0.672, -0.034, -1.618, 0.561, 0.556, 0.540, -0.029, -1.637, 0.551, 0.559, 0.558, -0.034], "e_homo_ev": -9.408, "gap_ev": 9.065, "largest_force_ev_per_a": 2.80, "total_energy_ev": -3614816.429, "lumo_energy_ha": -0.013}

---

No. 5
{"formula": "C2H6ClN3", "method": "ωB97M-V with the def2-TZVPD basis set", "symbols": ["C", "C", "N", "N", "N", "Cl", "H", "H", "H", "H", "H", "H"], "coordinates": [[1.3599, -0.3637, 0.7149], [-1.5899, 0.3924, -1.8728], [0.1920, -0.6398, 0.3353], [1.8931, -0.7970, 1.7978], [-2.0198, 1.5001, -1.3661], [-1.4198, -0.7450, -2.9206], [1.8798, 0.3825, 0.1014], [-0.3629, -1.0797, 1.0277], [2.8169, -0.7554, 2.1535], [1.5995, -1.6608, 2.2079], [-1.6665, 1.6514, -0.3230], [-2.6821, 2.1151, -1.8560]], "forces_ev_per_angstrom": [[1.44, 2.81, -1.60], [-0.03, 1.63, 1.68], [-2.56, -0.16, -2.30], [0.97, -2.08, 2.38], [2.20, -2.94, 1.46], [-0.11, 0.49, 0.34], [0.39, -0.32, 0.34], [-1.18, -0.72, 0.56], [1.41, 1.33, -0.66], [-1.36, -0.42, 0.22], [-1.06, 0.17, -2.44], [-0.10, 0.21, 0.03]], "lowdin_charge": [-0.321, -0.427, 0.141, 0.195, 0.251, 1.208, 0.157, 0.073, 0.139, 0.141, 0.246, 0.198], "total_charge": 2, "e_homo_ev": [-17.900, -17.904], "gap_ev": [4.838, 4.842], "largest_force_ev_per_a": 3.95, "total_energy_ev": -19139.970, "lumo_energy_ha": [-0.480, -0.480]}

---

No. 6
{"formula": "C13H19AlN8OP", "method": "ωB97M-V with the def2-TZVPD basis set", "symbols": ["Al", "C", "N", "C", "C", "N", "C", "P", "C", "N", "C", "C", "N", "C", "C", "N", "C", "C", "N", "C", "H", "H", "H", "H", "H", "H", "H", "H", "H", "H", "H", "H", "H", "H", "H", "N", "C", "N", "O", "H", "H", "H", "H"], "coordinates": [[0.1948, -0.5928, -1.1821], [-0.7237, 3.8774, 1.2278], [-0.4259, 2.9858, 0.1035], [-0.4622, 3.3794, -1.1776], [-0.1055, 2.3009, -1.9535], [0.0512, 1.2746, -1.0893], [-0.0870, 1.7073, 0.1788], [-0.2408, 0.6858, 1.6909], [1.2476, -0.3877, 1.3269], [1.5545, -0.9345, 0.1306], [2.6591, -1.6918, 0.3003], [3.0437, -1.6794, 1.5947], [2.1549, -0.8505, 2.2048], [2.2347, -0.4511, 3.6125], [-1.5688, -0.4142, 0.8753], [-1.4038, -1.0687, -0.2985], [-2.5095, -1.8300, -0.4921], [-3.3880, -1.6615, 0.5284], [-2.7742, -0.7605, 1.3907], [-3.3315, -0.3342, 2.6588], [-1.0635, 3.2787, 2.0839], [-1.4669, 4.5992, 0.9825], [0.1937, 4.4072, 1.5630], [-0.7404, 4.3928, -1.4473], [-0.0796, 2.1877, -2.9898], [3.0991, -2.2872, -0.4903], [3.8704, -2.0583, 2.1955], [3.1689, 0.0871, 3.7825], [2.2592, -1.3966, 4.2144], [1.3330, 0.1693, 3.9152], [-2.6127, -2.3471, -1.4284], [-4.3786, -2.0660, 0.6204], [-4.2582, 0.2148, 2.4759], [-2.6290, 0.2411, 3.2468], [-3.5598, -1.2354, 3.2757], [0.7901, -2.4023, -4.5901], [1.1507, -1.4164, -3.7987], [2.2145, -0.6557, -4.0382], [0.4012, -1.1630, -2.7908], [1.1653, -2.5072, -5.5163], [-0.0338, -3.0155, -4.4748], [2.7339, -0.7949, -4.8858], [2.3227, 0.2133, -3.5363]], "forces_ev_per_angstrom": [[0.28, -0.19, 0.12], [1.23, -0.29, 1.36], [-0.35, 1.07, 1.12], [0.22, 0.66, -1.49], [-0.95, 0.97, 1.80], [0.97, -1.64, 0.45], [-0.41, -0.01, -0.40], [-0.13, -0.92, -0.82], [0.07, -0.46, 0.24], [-1.29, 0.67, -0.52], [0.94, -1.55, -1.11], [0.11, 0.72, 0.85], [-0.98, 1.19, 0.81], [-0.67, -0.56, 1.16], [-0.16, -0.36, 0.72], [0.72, 0.73, 0.74], [-0.37, -0.24, -0.98], [0.89, 0.67, -0.10], [0.76, -0.32, -0.59], [-0.86, -0.85, 1.01], [-0.03, 0.21, -0.34], [-0.58, 0.37, -0.43], [-0.50, -0.32, -0.42], [0.17, -0.23, 0.00], [0.12, -0.06, -1.35], [-0.10, 0.26, 0.00], [-0.22, -0.20, -0.64], [-0.23, 0.09, -0.01], [-0.12, 0.96, -0.36], [1.26, -0.80, -0.44], [-0.24, -0.36, 0.11], [-0.11, 0.06, 0.41], [0.21, 0.02, 0.14], [0.16, 0.31, -0.20], [0.04, 0.61, -0.57], [-0.61, -0.87, -0.68], [-0.29, 0.02, -0.74], [-0.45, -0.30, 0.08], [-0.24, -0.02, 0.95], [0.55, 0.07, -0.17], [0.68, 0.90, 0.57], [0.37, 0.09, -0.16], [0.14, -0.12, -0.13]], "lowdin_charge": [0.330, 0.034, -0.089, 0.025, 0.001, 0.025, -0.401, 1.268, -0.367, 0.034, -0.043, 0.029, -0.104, 0.020, -0.331, 0.029, -0.036, 0.043, -0.082, 0.015, 0.079, 0.104, 0.132, 0.164, 0.123, 0.144, 0.169, 0.115, 0.130, 0.095, 0.139, 0.156, 0.120, 0.076, 0.133, 0.262, -0.497, 0.260, 0.078, 0.150, 0.176, 0.150, 0.141], "total_charge": 3, "e_homo_ev": -18.481, "gap_ev": 9.318, "largest_force_ev_per_a": 2.26, "total_energy_ev": -43623.806, "lumo_energy_ha": -0.337}

---

> Number 2 is which compound?

C6H4N2O3Pb